A 2-piece molecular cluster, C5H14O overall in a non-equilibrium geometry. Source: OMol25; level of theory: ωB97M-V with the def2-TZVPD basis set.

* frontier orbital gap: 11.20 eV
* SMILES string: CCC.CCO
* relative energy (zero: lowest compared OMol25 entry of this formula, charge and spin): 17.65 kcal/mol
* E: -274.11393 Eh

Each line ends with the Löwdin charge.
Geometry (Å):
C -1.882 -0.021 -1.226  -0.126
C -2.027 0.895 -0.027  -0.341
C -3.361 1.632 -0.042  -0.126
H -2.608 -0.831 -1.089  0.074
H -0.927 -0.531 -1.333  0.042
H -2.208 0.453 -2.160  0.076
H -1.927 0.318 0.893  0.099
H -1.218 1.617 0.071  0.092
H -4.203 0.956 0.137  0.075
H -3.397 2.307 0.805  0.062
H -3.462 2.227 -0.940  0.069
C 1.822 -0.481 -0.529  -0.085
C 2.438 -1.402 0.508  -0.317
O 3.162 -0.684 1.513  -0.098
H 1.726 -0.986 -1.488  0.076
H 2.557 0.324 -0.630  0.082
H 0.896 -0.015 -0.189  0.050
H 1.741 -2.055 1.032  0.104
H 3.175 -2.061 0.039  0.110
H 2.692 0.132 1.750  0.083

Atomic forces in eV per Å
-0.8 -0.7 -0.1
0.2 0.1 0.2
0.2 -0.2 0.9
0.0 0.0 0.0
0.1 0.4 -0.1
0.5 0.1 0.1
-0.2 -0.2 0.1
0.1 0.2 -0.4
0.0 0.0 -0.5
0.0 0.4 0.2
-0.3 -0.1 -0.3
0.7 0.2 0.5
0.3 -0.2 0.5
0.0 0.4 0.0
-0.3 0.1 0.0
-0.1 0.0 -0.4
-0.1 -0.2 -0.1
-0.4 0.0 -0.2
0.0 0.2 0.0
0.1 -0.5 -0.2